1.
Density functional theory data (the ωB97M-V functional and the def2-TZVPD basis) for a cluster of 5 separate species, C26H43N5O4P in total.

Output
**Kohn-Sham gap**: 4.7488 eV
**2S+1**: 1
**Energy**: -52589.143 eV
**Charge**: -1
**Energy above the lowest of the compared OMol25 structures with the same formula, charge and spin**: 0.0 kJ/mol
**HOMO energy**: -2.53 eV

Element x y z (Å)
1 C -1.1715 -2.8740 0.9856
2 C -0.6995 -1.6508 0.2093
3 O 0.2934 -0.9556 0.9916
4 P 0.1818 0.6373 1.1891
5 O 0.9357 1.0188 2.3968
6 C -1.5517 1.1184 1.2632
7 C -2.3247 1.5250 -0.0341
8 N -3.7262 1.5849 0.1622
9 C -4.3068 0.2883 0.1640
10 C -5.6389 0.2436 -0.5817
11 C -6.3655 -1.1000 -0.4908
12 O -6.4823 -1.7949 -1.7291
13 C -5.2565 -2.2562 -2.2358
14 O 0.9107 1.3695 -0.0494
15 C 0.6060 1.0121 -1.4074
16 C 1.8411 0.4932 -2.1098
17 H -0.4873 -3.0711 1.8048
18 H -1.1696 -3.7506 0.3390
19 H -2.1856 -2.7542 1.3560
20 H -0.2276 -1.9751 -0.7205
21 H -1.5323 -1.0120 -0.0691
22 H -1.5175 1.9815 1.9243
23 H -2.1044 0.3319 1.7744
24 H -1.9744 2.5208 -0.3226
25 H -2.0747 0.8080 -0.8478
26 H -3.6437 -0.4914 -0.2821
27 H -4.5328 -0.0895 1.1909
28 H -6.2763 1.0263 -0.1737
29 H -5.4907 0.4796 -1.6358
30 H -7.3884 -0.9834 -0.1425
31 H -5.8512 -1.7526 0.2252
32 H -5.4063 -3.2498 -2.6592
33 H -4.8857 -1.5985 -3.0231
34 H -4.5019 -2.3372 -1.4521
35 H 0.2525 1.9097 -1.9150
36 H -0.2064 0.2962 -1.4744
37 H 1.5807 0.3113 -3.1532
38 H 2.6232 1.2482 -2.0935
39 H 2.1954 -0.4407 -1.6860
40 N 2.4805 3.8405 1.8366
41 C 2.0164 5.0611 1.4489
42 C 2.7321 6.0212 2.1184
43 C 3.6582 5.3406 2.9557
44 C 3.4727 3.9950 2.7565
45 H 2.1249 2.9599 1.4974
46 H 1.2192 5.1426 0.7290
47 H 2.6004 7.0862 2.0236
48 H 4.3738 5.7853 3.6274
49 H 3.9607 3.1396 3.1900
50 N 2.0316 -4.8226 2.6392
51 C 2.5919 -5.5752 3.6327
52 C 2.2978 -6.8894 3.3800
53 C 1.5277 -6.9278 2.1844
54 C 1.3822 -5.6352 1.7563
55 H 2.0891 -3.8223 2.5644
56 H 3.1502 -5.1151 4.4293
57 H 2.5997 -7.7286 3.9839
58 H 1.1278 -7.8012 1.6975
59 H 0.8810 -5.2241 0.8982
60 N 4.8357 -3.3436 -1.1697
61 C 4.1390 -2.4061 -0.4567
62 C 2.8116 -2.7333 -0.5193
63 C 2.7048 -3.9163 -1.3026
64 C 3.9701 -4.2678 -1.6886
65 H 5.8299 -3.3513 -1.2938
66 H 4.6416 -1.5905 0.0338
67 H 2.0118 -2.1832 -0.0500
68 H 1.8022 -4.4486 -1.5528
69 H 4.3262 -5.0923 -2.2814
70 N 0.6608 4.9014 -2.0215
71 C 1.3179 6.0932 -2.1593
72 C 0.4599 6.9782 -2.7543
73 C -0.7635 6.2888 -2.9863
74 C -0.6092 5.0116 -2.5175
75 H 1.0485 4.0742 -1.6055
76 H 2.3291 6.2107 -1.8095
77 H 0.6792 8.0066 -2.9873
78 H -1.6588 6.6889 -3.4310
79 H -1.2946 4.1818 -2.4836



2.
Density functional theory data (the ωB97M-V functional and the def2-TZVPD basis) for a cluster of 5 separate species, C26H43NO14 in total.

Output
**Kohn-Sham gap**: 8.7869 eV
**SMILES**: CCC[C@@H](C)[C@@H]1C[C@H](c2cccnc2)C(=O)O1.COC(=O)OC.COC(=O)OC.COC(=O)OC.COC(=O)OC
**2S+1**: 1
**Energy**: -57803.982 eV
**Energy above the lowest of the compared OMol25 structures with the same formula, charge and spin**: 953.1 kJ/mol
**HOMO energy**: -8.94 eV

Element x y z (Å)
1 C 1.8643 0.2380 7.4954
2 C 2.0408 -0.6254 6.0787
3 C 1.3105 0.0746 4.7886
4 C -0.3489 0.1814 4.9396
5 C -0.7191 1.7579 4.6464
6 C -1.1255 -0.8948 3.9698
7 C -2.7245 -0.7153 3.6546
8 C -3.5734 -2.1368 3.8820
9 C -4.9046 -1.5886 4.6983
10 C -5.3615 -2.3068 6.0853
11 C -6.6604 -1.5484 6.7045
12 C -7.2928 -0.2903 5.9373
13 N -6.9416 0.3696 4.6489
14 C -5.7497 -0.3530 4.1257
15 C -2.4463 -2.8688 4.8317
16 O -2.5184 -3.8974 5.6801
17 O -1.1250 -2.1901 4.7089
18 H 2.3904 1.3053 7.4191
19 H 2.4254 -0.3119 8.3863
20 H 0.7440 0.4060 7.7959
21 H 1.7912 -1.7753 6.2174
22 H 3.2129 -0.5909 5.8550
23 H 1.8030 1.1560 4.6742
24 H 1.6006 -0.4936 3.7830
25 H -0.5854 -0.0259 6.0792
26 H -1.7489 1.9314 4.1184
27 H -0.7183 2.3708 5.6669
28 H 0.0923 2.3047 3.9626
29 H -0.4363 -1.0339 3.0329
30 H -3.0195 0.1740 4.3559
31 H -2.9416 -0.4126 2.5338
32 H -3.7584 -2.8110 2.9163
33 H -4.8678 -3.2247 6.6168
34 H -7.1336 -1.9250 7.7177
35 H -8.2208 0.2242 6.4897
36 H -5.3568 0.0797 3.0821
37 C -2.7475 -4.3249 -0.1261
38 O -1.9848 -3.8306 -1.2253
39 C -1.8238 -2.4833 -1.2322
40 O -2.2657 -1.7039 -0.4025
41 O -1.0860 -2.1532 -2.3222
42 C -0.8352 -0.7559 -2.4599
43 H -2.8125 -5.4122 -0.2217
44 H -2.2535 -4.0915 0.8226
45 H -3.7630 -3.9161 -0.1461
46 H -0.2648 -0.3799 -1.6045
47 H -1.7743 -0.2046 -2.5732
48 H -0.2380 -0.6072 -3.3637
49 C 0.8525 -2.1499 -6.2761
50 O 1.6152 -1.6556 -7.3753
51 C 1.7762 -0.3083 -7.3822
52 O 1.3343 0.4711 -6.5525
53 O 2.5140 0.0218 -8.4722
54 C 2.7648 1.4191 -8.6099
55 H 0.7875 -3.2372 -6.3717
56 H 1.3465 -1.9165 -5.3274
57 H -0.1630 -1.7411 -6.2961
58 H 3.3352 1.7951 -7.7545
59 H 1.8257 1.9704 -8.7232
60 H 3.3620 1.5678 -9.5137
61 C 1.4525 4.1501 -5.6161
62 O 2.2152 4.6444 -6.7153
63 C 2.3762 5.9917 -6.7222
64 O 1.9343 6.7711 -5.8925
65 O 3.1140 6.3218 -7.8122
66 C 3.3648 7.7191 -7.9499
67 H 1.3875 3.0628 -5.7117
68 H 1.9465 4.3835 -4.6674
69 H 0.4370 4.5589 -5.6361
70 H 3.9352 8.0951 -7.0945
71 H 2.4257 8.2704 -8.0632
72 H 3.9620 7.8678 -8.8537
73 C 1.8178 -2.4905 0.9488
74 O 3.1806 -2.5675 0.5353
75 C 3.5744 -1.5573 -0.2805
76 O 2.8760 -0.6326 -0.6656
77 O 4.8800 -1.7540 -0.5937
78 C 5.4335 -0.7596 -1.4534
79 H 1.6123 -3.3470 1.5967
80 H 1.6393 -1.5748 1.5217
81 H 1.1484 -2.5443 0.0842
82 H 5.3997 0.2253 -0.9766
83 H 4.9087 -0.7443 -2.4141
84 H 6.4803 -1.0167 -1.6376



3.
Density functional theory data (the ωB97M-V functional and the def2-TZVPD basis) for a structure of composition C26H44BCl3F6GeN3NaO4P2S2.

Output
**Kohn-Sham gap (spin up / spin down)**: 3.7828 / 4.9598 eV
**2S+1**: 2
**Energy**: -196035.612 eV
**Charge**: -1
**<S²>**: 0.7559
**Energy above the lowest of the compared OMol25 structures with the same formula, charge and spin**: 3720.6 kJ/mol
**HOMO energy (spin up / spin down)**: -1.91 / -3.09 eV

Element x y z (Å)
1 Na 1.3374 -0.3415 -1.1847
2 C -2.6376 -3.1281 1.4095
3 C -2.7523 -1.8426 0.5827
4 C -2.3098 -0.6730 1.4866
5 C -4.2061 -1.6124 0.1757
6 P -1.4198 -1.9085 -0.7767
7 C -2.0207 -0.5310 -1.9328
8 N -1.9501 0.7964 -1.2927
9 B -0.8772 1.4994 -0.6304
10 N -1.4367 2.7687 -0.2846
11 C -0.3701 3.7044 0.1158
12 P 0.8170 2.3498 -0.3591
13 C 2.2151 2.9579 1.4728
14 C 2.8658 4.3166 1.8540
15 C 3.7729 2.1022 0.2799
16 C 1.2961 2.7261 2.6960
17 C 1.0964 2.8775 -2.1916
18 C 1.9819 1.5825 -2.6898
19 C -0.0872 3.1822 -3.0907
20 C 2.0371 4.1317 -2.0907
21 C -2.7492 2.8750 -0.6701
22 C -3.6720 3.8996 -0.5587
23 C -4.9482 3.6899 -1.0660
24 C -5.2763 2.4890 -1.6834
25 C -4.3461 1.4627 -1.8158
26 C -3.0733 1.6394 -1.2924
27 C -1.7403 -3.4076 -1.9008
28 C -3.1768 -3.9154 -2.0223
29 C -1.2248 -3.0930 -3.3121
30 C -0.8425 -4.5099 -1.3229
31 H -3.2528 -3.0420 2.3096
32 H -1.6046 -3.2899 1.7201
33 H -2.9783 -4.0043 0.8589
34 H -2.7949 -0.7569 2.4634
35 H -2.5907 0.2868 1.0567
36 H -1.2269 -0.6881 1.6372
37 H -4.8183 -1.5760 1.0824
38 H -4.5957 -2.4117 -0.4511
39 H -4.3329 -0.6625 -0.3406
40 H -3.0404 -0.7094 -2.2705
41 H -1.3528 -0.5647 -2.7966
42 H -0.5232 4.0835 1.1258
43 H -0.3325 4.5718 -0.5512
44 H 3.8168 4.4149 1.3243
45 H 3.0023 4.4805 2.9202
46 H 2.1739 5.0637 1.4442
47 H 2.6215 3.1410 -0.3049
48 H 2.4775 1.6001 -0.5328
49 H 4.6024 2.3159 -0.3729
50 H 0.9104 3.6293 3.1746
51 H 1.8871 2.1727 3.4275
52 H 0.4751 2.0887 2.3425
53 H 1.3444 0.7563 -3.0586
54 H 2.5144 1.2413 -1.7512
55 H 2.7057 1.8504 -3.4585
56 H -0.6968 2.2908 -3.2574
57 H 0.2608 3.5443 -4.0628
58 H -0.7257 3.9531 -2.6559
59 H 2.6316 4.0536 -1.2068
60 H 1.4617 5.0591 -2.0364
61 H 2.6960 4.1967 -2.9610
62 H -3.4009 4.8395 -0.0954
63 H -5.6903 4.4730 -0.9817
64 H -6.2706 2.3487 -2.0871
65 H -4.6339 0.5570 -2.3320
66 H -3.8415 -3.1456 -2.4190
67 H -3.5672 -4.2675 -1.0695
68 H -3.1892 -4.7605 -2.7172
69 H -1.9239 -2.4671 -3.8702
70 H -1.0970 -4.0303 -3.8595
71 H -0.2515 -2.6060 -3.2721
72 H -1.0739 -4.7148 -0.2771
73 H 0.1995 -4.2041 -1.3876
74 H -0.9533 -5.4365 -1.8931
75 F 2.7559 -4.6741 2.3024
76 C 1.8700 -4.1600 1.4467
77 F 0.7449 -3.9156 2.1380
78 F 1.5808 -5.1174 0.5576
79 S 2.5185 -2.5815 0.6483
80 O 1.2721 -1.8544 0.3715
81 O 3.3493 -2.1146 1.7088
82 N 3.1879 -3.2607 -0.6213
83 S 2.7234 -2.9794 -2.0959
84 O 2.4825 -4.2019 -2.8030
85 O 1.7062 -1.9550 -2.2740
86 C 4.2527 -2.3029 -2.9786
87 F 4.0226 -1.0932 -3.4949
88 F 4.5339 -3.1129 -4.0097
89 F 5.3365 -2.2534 -2.2191
90 Cl 4.7617 1.4854 1.8970
91 Ge 2.4143 0.4451 1.1879
92 Cl 3.7865 -0.4721 -0.5538
93 Cl 2.3981 2.2204 0.2945